Record 1
Below is C33H70O10SSi2 as an isolated structure in a non-equilibrium geometry, with properties calculated with ωB97M-V/def2-TZVPD.

The value obtained for the calculated total energy is -82424.78221 eV. Its multiplicity is 1. For the LUMO energy, the calculation gives 0.60 eV. The HOMO energy is -0.299 Eh. For the gap between HOMO and LUMO, the calculation gives 8.73 eV. As for the largest force on an atom: 1.2 eV/Å.

Each line ends with the Löwdin charge.
Cartesian coordinates (Å):
C 1.84 5.64 1.43  -0.102
C 0.58 5.23 2.19  -0.256
C -0.69 5.49 1.38  -0.184
C -1.91 4.75 1.94  -0.248
O -2.79 4.38 0.88  -0.212
Si -3.24 2.83 0.64  0.380
C -2.05 1.81 -0.35  -0.211
C -0.54 1.98 -0.04  -0.210
C 0.15 0.65 0.33  -0.370
C 0.16 -0.29 -0.89  -0.054
C 1.56 0.97 0.89  -0.159
C 1.68 0.95 2.43  -0.174
C 1.10 -0.33 2.96  -0.111
C 1.77 -1.26 3.65  -0.328
C 2.83 -0.92 4.68  -0.059
C 1.45 -2.73 3.40  -0.060
O -3.51 2.05 2.08  -0.364
Si -4.74 2.47 3.11  0.468
C -4.50 1.49 4.69  -0.610
S -3.43 2.37 5.87  0.788
C -1.86 1.46 5.72  -0.544
C -0.83 2.16 4.85  -0.170
H 2.74 5.16 1.82  0.067
H 1.73 5.39 0.37  0.060
H 1.97 6.72 1.47  0.071
H 0.53 5.78 3.13  0.110
H 0.64 4.16 2.43  0.080
H -0.91 6.56 1.40  0.119
H -0.55 5.15 0.36  0.083
H -1.58 3.87 2.50  0.085
H -2.47 5.39 2.63  0.120
H -4.54 2.89 -0.07  0.023
H -2.33 0.77 -0.16  0.074
H -2.23 1.98 -1.41  0.083
H -0.38 2.67 0.79  0.093
H -0.03 2.38 -0.92  0.073
H -0.48 0.16 1.07  0.106
H -0.81 -0.78 -0.98  0.071
H 0.95 -1.04 -0.79  0.073
H 0.34 0.27 -1.81  0.071
H 1.78 1.99 0.56  0.103
H 2.34 0.34 0.46  0.107
H 2.74 0.94 2.71  0.107
H 1.27 1.88 2.85  0.083
H 0.05 -0.53 2.75  0.103
H 3.81 -0.69 4.27  0.078
H 2.50 -0.06 5.26  0.073
H 2.93 -1.76 5.37  0.072
H 2.14 -3.42 3.88  0.071
H 1.42 -2.87 2.33  0.064
H 0.43 -2.93 3.74  0.082
H -4.64 3.91 3.41  -0.008
H -6.05 2.16 2.47  -0.022
H -3.99 0.57 4.41  0.031
H -5.44 1.22 5.18  0.025
H -1.48 1.32 6.73  0.062
H -2.09 0.47 5.33  0.066
H -0.86 3.24 4.98  0.065
H -1.00 1.92 3.79  0.053
H 0.17 1.79 5.09  0.064
O -0.22 4.49 -1.88  0.080
C -0.16 5.25 -2.80  -0.509
O -0.49 4.81 -4.02  0.011
C -0.60 5.68 -5.16  -0.221
C 0.73 5.93 -5.83  -0.063
C 0.35 6.66 -2.62  0.025
H -1.12 6.60 -4.89  0.111
H -1.27 5.14 -5.84  0.122
H 1.42 6.45 -5.17  0.070
H 0.60 6.53 -6.73  0.086
H 1.20 4.99 -6.10  0.061
H 1.44 6.64 -2.66  0.098
H 0.04 7.00 -1.64  0.086
H -0.02 7.37 -3.36  0.071
O 3.43 4.50 -5.88  0.089
C 3.66 3.63 -5.09  -0.520
O 2.64 2.82 -4.74  0.002
C 2.80 1.67 -3.90  -0.217
C 2.75 2.05 -2.43  -0.054
C 5.00 3.47 -4.43  0.016
H 3.70 1.13 -4.16  0.114
H 1.95 1.03 -4.15  0.124
H 3.58 2.70 -2.15  0.076
H 2.80 1.15 -1.81  0.073
H 1.82 2.57 -2.21  0.068
H 5.05 4.15 -3.58  0.096
H 5.77 3.76 -5.15  0.091
H 5.22 2.46 -4.08  0.071
O 2.19 -4.53 -1.82  0.098
C 1.67 -5.17 -0.95  -0.526
O 2.35 -6.21 -0.42  -0.004
C 1.88 -6.92 0.73  -0.235
C 0.88 -8.00 0.36  -0.063
C 0.25 -4.90 -0.49  0.019
H 1.48 -6.23 1.48  0.108
H 2.78 -7.36 1.16  0.120
H -0.02 -7.57 -0.08  0.044
H 0.58 -8.56 1.25  0.087
H 1.32 -8.68 -0.36  0.085
H -0.44 -5.41 -1.16  0.094
H 0.08 -3.82 -0.56  0.078
H 0.04 -5.21 0.53  0.070
O -2.50 -7.69 -0.40  0.096
C -2.79 -8.69 -1.01  -0.521
O -2.07 -9.80 -0.79  -0.006
C -2.42 -11.08 -1.34  -0.234
C -1.89 -11.26 -2.74  -0.062
C -3.89 -8.69 -2.05  0.015
H -3.50 -11.24 -1.28  0.112
H -1.96 -11.80 -0.66  0.123
H -2.33 -10.54 -3.43  0.069
H -2.12 -12.27 -3.10  0.082
H -0.81 -11.13 -2.75  0.084
H -3.46 -8.33 -2.99  0.098
H -4.65 -7.99 -1.73  0.092
H -4.34 -9.66 -2.22  0.069

***

Record 2
Below is a 4-piece molecular cluster, C33H72BF4N3 overall in a non-equilibrium geometry, with properties calculated with ωB97M-V/def2-TZVPD.

The value obtained for the calculated total energy is -51395.21991 eV. Its multiplicity is 1. For the LUMO energy, the calculation gives -3.99 eV. The HOMO energy is -0.538 Eh. For the energy relative to the best compared isomer or geometry (same formula, charge and spin), the calculation gives 210.2 kJ/mol. For the gap between HOMO and LUMO, the calculation gives 10.65 eV. As for the total charge: +2. As for the largest force on an atom: 2.8 eV/Å.

Each line ends with the Löwdin charge.
Cartesian coordinates (Å):
B 6.39 -29.54 -24.35  -1.456
F 5.77 -30.80 -24.37  0.092
F 5.37 -28.64 -24.18  0.138
F 7.31 -29.55 -23.33  0.128
F 6.94 -29.42 -25.56  0.192
C 7.45 -34.49 -22.88  -0.092
C 6.69 -33.21 -22.61  -0.241
C 6.89 -32.72 -21.15  -0.157
C 8.04 -31.71 -21.00  -0.104
N 8.17 -31.03 -19.62  -0.159
C 9.28 -29.96 -19.71  -0.085
C 9.94 -30.02 -18.34  -0.139
C 10.11 -31.55 -18.09  -0.139
C 8.80 -32.09 -18.58  -0.072
C 6.82 -30.44 -19.07  -0.103
C 6.03 -29.50 -19.95  -0.240
C 4.54 -29.58 -19.77  -0.084
H 8.51 -34.37 -22.66  0.077
H 7.19 -34.79 -23.89  0.087
H 7.14 -35.20 -22.11  0.074
H 5.65 -33.23 -22.96  0.100
H 7.12 -32.43 -23.24  0.093
H 7.05 -33.51 -20.42  0.111
H 5.91 -32.35 -20.85  0.095
H 7.93 -30.89 -21.70  0.102
H 9.05 -32.05 -21.24  0.139
H 8.86 -29.00 -20.01  0.135
H 10.01 -30.40 -20.39  0.133
H 9.36 -29.61 -17.51  0.117
H 10.94 -29.58 -18.39  0.124
H 10.17 -31.95 -17.08  0.135
H 10.83 -31.87 -18.84  0.122
H 8.07 -32.21 -17.78  0.133
H 9.03 -32.94 -19.21  0.124
H 6.90 -30.03 -18.07  0.140
H 6.21 -31.34 -18.97  0.115
H 6.22 -29.60 -21.02  0.104
H 6.43 -28.52 -19.69  0.113
H 4.09 -28.83 -20.43  0.064
H 4.25 -29.25 -18.77  0.090
H 4.06 -30.54 -19.96  0.065
C 8.81 -20.65 -24.96  -0.071
C 9.65 -21.97 -25.12  -0.248
C 9.23 -23.00 -24.11  -0.196
C 7.87 -23.59 -24.51  -0.133
N 7.36 -24.77 -23.67  -0.137
C 7.14 -24.13 -22.21  -0.062
C 5.71 -24.49 -21.80  -0.144
C 4.99 -24.37 -23.14  -0.153
C 5.91 -25.17 -24.09  -0.066
C 8.32 -26.02 -23.59  -0.078
C 8.73 -26.51 -24.98  -0.252
C 9.87 -27.49 -24.88  -0.080
H 7.75 -20.82 -25.15  0.064
H 9.11 -19.87 -25.66  0.075
H 9.05 -20.13 -24.03  0.080
H 10.72 -21.76 -25.14  0.111
H 9.84 -22.41 -26.10  0.111
H 9.13 -22.42 -23.19  0.111
H 10.00 -23.77 -24.00  0.112
H 7.87 -23.83 -25.57  0.132
H 7.18 -22.75 -24.43  0.118
H 7.87 -24.55 -21.52  0.127
H 7.15 -23.04 -22.19  0.127
H 5.61 -25.52 -21.45  0.117
H 5.24 -23.68 -21.23  0.127
H 4.04 -24.91 -23.14  0.097
H 4.76 -23.38 -23.53  0.126
H 5.86 -26.26 -24.10  0.114
H 5.74 -24.85 -25.11  0.132
H 7.90 -26.79 -22.93  0.135
H 9.28 -25.62 -23.28  0.108
H 9.16 -25.66 -25.52  0.109
H 7.99 -27.08 -25.54  0.113
H 10.57 -26.88 -24.31  0.076
H 10.33 -27.75 -25.84  0.099
H 9.48 -28.33 -24.31  0.076
C 3.81 -30.08 -27.80  -0.070
C 2.43 -30.12 -27.06  -0.238
C 2.49 -29.60 -25.64  -0.169
C 1.37 -30.34 -24.79  -0.048
N 1.76 -30.29 -23.22  -0.134
C 2.96 -31.27 -22.92  -0.076
C 2.47 -32.40 -22.06  -0.153
C 0.95 -32.37 -22.15  -0.168
C 0.60 -30.93 -22.31  -0.073
C 2.04 -28.80 -22.75  -0.093
C 0.87 -27.77 -23.03  -0.195
C 1.15 -26.36 -22.35  -0.074
H 4.64 -29.93 -27.11  0.064
H 3.82 -29.20 -28.45  0.064
H 3.88 -30.81 -28.61  0.076
H 2.18 -31.18 -27.05  0.093
H 1.65 -29.80 -27.76  0.114
H 2.31 -28.53 -25.67  0.113
H 3.44 -29.62 -25.10  0.081
H 1.25 -31.40 -24.97  0.121
H 0.37 -29.95 -24.97  0.123
H 3.63 -30.64 -22.35  0.103
H 3.40 -31.57 -23.87  0.127
H 2.85 -32.17 -21.06  0.100
H 2.86 -33.38 -22.34  0.125
H 0.27 -32.67 -21.36  0.133
H 0.75 -33.06 -22.98  0.124
H 0.85 -30.51 -21.33  0.131
H -0.37 -30.72 -22.75  0.137
H 2.98 -28.44 -23.18  0.109
H 2.16 -28.79 -21.67  0.100
H -0.06 -28.13 -22.58  0.097
H 0.55 -27.55 -24.05  0.102
H 1.87 -25.81 -22.96  0.055
H 1.41 -26.43 -21.29  0.069
H 0.19 -25.88 -22.21  0.077